(1)
{"formula": "C23H48F3N3O4Si4", "method": "ωB97M-V/def2-TZVPD", "e_above_lowest_kcal_mol": 3.91, "total_charge": 0, "orbital_gap_ev": 10.22, "smiles": "C[C@H](O)C[C@](C#N)(N=C=O)[C@H](C#N)CCC(F)(F)F.C[Si](C)(C)O[Si](C)(C)C.C[Si](C)(C)O[Si](C)(C)C", "species": ["C", "C", "O", "C", "C", "C", "N", "N", "C", "O", "C", "C", "N", "C", "C", "C", "F", "F", "F", "H", "H", "H", "H", "H", "H", "H", "H", "H", "H", "H", "H", "C", "Si", "C", "C", "O", "Si", "C", "C", "C", "H", "H", "H", "H", "H", "H", "H", "H", "H", "H", "H", "H", "H", "H", "H", "H", "H", "H", "C", "Si", "C", "C", "O", "Si", "C", "C", "C", "H", "H", "H", "H", "H", "H", "H", "H", "H", "H", "H", "H", "H", "H", "H", "H", "H", "H"], "positions_angstrom": [[5.92883, 6.82231, -3.30720], [6.06999, 6.07750, -4.62175], [5.14430, 6.58831, -5.57380], [6.01952, 4.53969, -4.58569], [5.27405, 3.82214, -3.46448], [5.97862, 3.91027, -2.18614], [6.39061, 4.22221, -1.16208], [5.18790, 2.36519, -3.88695], [6.07676, 1.59966, -3.56001], [6.87096, 0.81469, -3.26120], [3.81374, 4.27108, -3.26788], [3.16152, 3.30263, -2.38441], [2.64528, 2.51542, -1.73193], [3.03398, 4.26063, -4.58481], [1.57242, 4.65812, -4.42810], [1.36694, 6.00653, -3.77900], [0.30250, 6.65180, -4.30602], [1.17234, 5.91914, -2.44810], [2.43786, 6.83448, -3.96504], [4.90023, 6.90886, -2.98535], [6.26949, 7.83753, -3.47304], [6.54538, 6.42461, -2.51679], [7.04596, 6.33980, -5.01047], [4.44919, 7.05470, -5.10416], [5.55114, 4.21128, -5.50313], [7.03000, 4.15782, -4.62786], [3.75224, 5.21146, -2.74172], [3.09996, 3.25233, -4.97025], [3.48684, 4.91098, -5.31976], [1.00190, 3.89397, -3.91989], [1.15897, 4.75136, -5.42313], [-0.52194, -1.77772, 2.42732], [0.27292, -3.07946, 1.34321], [0.99190, -4.41932, 2.43454], [-1.03872, -3.83634, 0.25299], [1.45202, -2.40400, 0.41692], [2.87453, -1.58428, 0.56944], [3.56223, -1.18968, -1.11833], [4.12219, -2.62608, 1.49900], [2.60523, 0.01551, 1.49858], [0.19317, -1.37790, 3.14914], [-1.36140, -2.20372, 2.98155], [-0.89650, -0.94852, 1.82330], [1.52571, -5.16258, 1.83868], [0.19733, -4.92872, 2.98387], [1.69181, -4.00304, 3.16187], [-0.61981, -4.61609, -0.38597], [-1.50125, -3.08361, -0.38855], [-1.82017, -4.28502, 0.86983], [3.75023, -2.10094, -1.69056], [4.50562, -0.64897, -1.01824], [2.87046, -0.56379, -1.68529], [3.80517, -2.79691, 2.52996], [5.09172, -2.12490, 1.52251], [4.25227, -3.59897, 1.02012], [2.29524, -0.17216, 2.52919], [1.83595, 0.62076, 1.01536], [3.52799, 0.59833, 1.52352], [-4.08157, -3.62183, 3.85424], [-5.31614, -2.26900, 3.46517], [-5.96348, -1.56198, 5.07230], [-4.44549, -0.91397, 2.52434], [-6.55606, -2.87307, 2.56558], [-7.74376, -4.01096, 2.64296], [-8.73640, -3.98408, 1.06429], [-8.88437, -3.65829, 4.08399], [-6.99655, -5.71274, 2.86092], [-4.52322, -4.38873, 4.49374], [-3.21551, -3.20677, 4.37434], [-3.73301, -4.10268, 2.93728], [-6.73961, -0.81702, 4.88526], [-5.15580, -1.08121, 5.62763], [-6.38991, -2.34290, 5.70534], [-5.12769, -0.09356, 2.29329], [-4.03268, -1.29052, 1.58605], [-3.62317, -0.51535, 3.12149], [-9.20257, -3.00946, 0.90802], [-9.52669, -4.73570, 1.10910], [-8.10764, -4.20221, 0.19902], [-8.36057, -3.75997, 5.03664], [-9.72385, -4.35624, 4.08437], [-9.28416, -2.64390, 4.02482], [-6.48348, -5.79987, 3.82079], [-6.27402, -5.92541, 2.07034], [-7.77599, -6.47643, 2.82463]], "lowdin_charge": [-0.028, -0.386, -0.032, -0.061, -0.381, -0.160, 0.227, 0.183, -0.304, 0.214, -0.226, -0.189, 0.218, -0.125, -0.051, -0.581, 0.132, 0.143, 0.107, 0.071, 0.091, 0.072, 0.138, 0.068, 0.125, 0.131, 0.131, 0.130, 0.106, 0.132, 0.133, -0.153, 0.344, -0.160, -0.159, -0.269, 0.346, -0.166, -0.163, -0.162, 0.027, 0.012, 0.039, 0.035, 0.032, 0.024, 0.032, 0.033, 0.022, 0.032, 0.029, 0.021, 0.023, 0.033, 0.034, 0.022, 0.032, 0.034, -0.159, 0.347, -0.161, -0.163, -0.269, 0.345, -0.165, -0.163, -0.162, 0.025, 0.027, 0.028, 0.036, 0.034, 0.024, 0.033, 0.031, 0.030, 0.032, 0.032, 0.032, 0.024, 0.033, 0.036, 0.024, 0.036, 0.033]}

=====

(2)
{"formula": "C23H48IrN2O2P2", "method": "ωB97M-V/def2-TZVPD", "total_charge": 4, "orbital_gap_ev": [8.85, 4.16], "spin_multiplicity": 6, "species": ["Ir", "C", "O", "C", "O", "P", "C", "H", "C", "H", "C", "H", "C", "P", "H", "H", "C", "H", "C", "H", "H", "H", "C", "H", "H", "H", "C", "H", "H", "H", "C", "H", "H", "H", "C", "H", "H", "H", "C", "H", "H", "H", "C", "H", "H", "H", "C", "H", "C", "H", "H", "C", "H", "H", "H", "C", "H", "H", "H", "C", "H", "H", "H", "C", "H", "H", "H", "H", "H", "N", "C", "C", "C", "N", "H", "H", "H", "H"], "positions_angstrom": [[0.47064, 0.05517, -0.72412], [1.19542, -0.19900, -2.41270], [1.72361, -0.23254, -3.45976], [0.81386, 1.84093, -0.36478], [1.00577, 2.98832, -0.16141], [-1.68756, 0.50894, -1.49228], [-2.90551, 1.16434, -0.23162], [-3.77801, 1.43962, -0.85198], [-1.65502, 1.82531, -2.82028], [-0.80945, 2.44984, -2.50728], [-2.65459, -0.94960, -2.17396], [-2.81018, -1.55341, -1.26696], [2.46393, -2.90763, -0.03824], [2.16280, -1.09611, 0.42239], [3.03471, -1.34823, 2.63958], [1.54749, -3.40520, 0.30995], [3.85429, -0.36735, 0.12414], [4.50786, -1.20525, 0.37961], [-1.34307, 1.27444, -4.19726], [-2.23145, 0.88495, -4.70204], [-0.57660, 0.49590, -4.20297], [-0.95988, 2.08774, -4.82764], [-2.89510, 2.71597, -2.86308], [-2.74322, 3.53694, -3.57811], [-3.14620, 3.17383, -1.90342], [-3.77966, 2.16673, -3.19810], [-4.00402, -0.51370, -2.72885], [-4.58978, 0.09714, -2.03703], [-4.58124, -1.42109, -2.93269], [-3.90591, 0.03118, -3.67168], [-1.89891, -1.81581, -3.17921], [-2.53348, -2.67732, -3.43147], [-0.95859, -2.19779, -2.76242], [-1.68127, -1.27450, -4.10663], [-3.43148, 0.19244, 0.83441], [-3.91926, -0.69808, 0.39867], [-4.21418, 0.75456, 1.40781], [-2.62219, -0.10498, 1.53774], [-2.34125, 2.38221, 0.47242], [-1.79451, 2.08745, 1.39973], [-3.21189, 3.00595, 0.75856], [-1.65672, 2.98665, -0.14383], [3.66590, -3.50546, 0.69851], [3.65576, -3.35337, 1.78161], [4.61264, -3.12143, 0.30477], [3.67016, -4.58687, 0.52646], [2.59226, -3.15487, -1.53535], [3.48605, -2.68596, -1.96194], [1.59229, 0.19035, 2.88812], [1.71728, -2.80843, -2.09325], [2.67295, -4.23602, -1.69902], [1.12056, -2.27153, 2.82217], [0.84450, 0.70420, 2.22139], [1.11199, -0.01157, 3.90719], [2.48395, 0.86405, 3.05241], [2.00913, -1.13602, 2.29254], [1.19545, -2.25781, 3.92453], [1.44498, -3.27466, 2.49518], [0.06922, -2.10787, 2.53581], [4.19413, 0.76863, 1.06996], [3.48201, 1.59788, 0.99909], [5.18085, 1.15827, 0.80254], [4.25739, 0.44170, 2.11002], [4.16854, 0.01157, -1.30966], [3.97950, -0.77596, -2.03884], [5.23592, 0.25217, -1.36694], [3.62406, 0.90487, -1.62727], [-0.79359, -2.28704, 0.60963], [-1.42922, -1.86867, 0.59559], [-1.71923, 1.22236, 4.09035], [-1.90218, 1.97518, 5.20225], [-1.03338, 3.03772, 5.07722], [-0.36641, 2.90626, 3.83174], [-0.83630, 1.78006, 3.23720], [-2.18477, 0.35968, 3.81500], [-2.63908, 1.75514, 5.93384], [-0.95400, 3.84600, 5.79397], [0.33048, 3.48846, 3.30003]], "lowdin_charge": [0.942, -0.366, 0.176, -0.354, 0.152, 0.981, -0.531, 0.101, -0.452, 0.131, -0.428, 0.123, -0.501, 0.997, 0.128, 0.104, -0.455, 0.128, -0.062, 0.105, 0.056, 0.136, -0.038, 0.137, 0.082, 0.100, -0.027, 0.093, 0.147, 0.100, -0.035, 0.144, 0.076, 0.095, -0.084, 0.090, 0.124, 0.055, -0.108, 0.048, 0.128, 0.068, -0.063, 0.086, 0.097, 0.119, -0.086, 0.084, -0.140, 0.054, 0.116, -0.091, 0.023, 0.109, 0.094, -0.525, 0.110, 0.086, 0.050, -0.063, 0.088, 0.125, 0.085, -0.077, 0.066, 0.126, 0.085, 0.059, 0.044, 0.080, 0.116, 0.126, 0.003, 0.071, 0.180, 0.168, 0.160, 0.128]}

=====

(3)
{"formula": "C23H48N4O4SbSc", "method": "ωB97M-V/def2-TZVPD", "total_charge": 2, "orbital_gap_ev": 9.11, "species": ["Sc", "C", "C", "C", "C", "C", "C", "N", "C", "C", "N", "C", "C", "O", "O", "C", "C", "C", "C", "C", "C", "N", "C", "C", "N", "C", "C", "O", "O", "H", "H", "H", "H", "H", "H", "H", "H", "H", "H", "H", "H", "H", "H", "H", "H", "H", "H", "H", "H", "H", "H", "H", "H", "H", "H", "H", "H", "H", "H", "H", "H", "H", "H", "H", "H", "H", "H", "H", "C", "Sb", "C", "C", "H", "H", "H", "H", "H", "H", "H", "H", "H"], "positions_angstrom": [[-0.60986, -0.78361, 0.41681], [3.24972, -1.55278, 2.28023], [3.19320, -1.37330, 0.76050], [3.81445, -0.02552, 0.30850], [3.47356, 1.32940, 0.96930], [3.99992, 2.43064, 0.04878], [3.99510, 1.54598, 2.38819], [1.96649, 1.39696, 0.99782], [1.27874, 2.60957, 1.52938], [0.03681, 2.91330, 0.69234], [-0.90799, 1.77978, 0.52182], [-1.61960, 1.58083, 1.80984], [-0.74825, 0.72163, 2.75381], [-0.70990, 0.90319, 3.93435], [-0.02365, -0.18164, 2.09434], [-1.84465, 2.04507, -0.61872], [-2.58144, 3.38132, -0.50589], [-1.14334, 1.96062, -1.98654], [-0.74415, 0.59225, -2.57658], [-1.96810, -0.28494, -2.80632], [-0.05150, 0.85862, -3.91831], [0.21705, -0.08314, -1.62353], [0.68632, -1.42848, -2.07079], [1.93320, -1.85098, -1.29009], [1.82374, -1.70119, 0.19523], [1.46483, -3.04289, 0.74545], [0.12091, -3.54171, 0.21498], [-0.05001, -4.65224, -0.19197], [-0.81511, -2.60383, 0.27260], [4.16861, -1.11622, 2.66304], [3.28177, -2.60447, 2.55568], [2.39682, -1.09761, 2.78840], [3.86429, -2.12747, 0.33078], [3.65533, 0.10614, -0.76535], [4.89225, -0.14815, 0.42189], [5.07636, 2.30881, -0.06642], [3.83854, 3.42639, 0.45953], [3.55283, 2.38292, -0.94853], [5.03590, 1.23235, 2.45154], [3.42634, 0.99993, 3.13918], [3.96537, 2.60487, 2.64631], [1.63703, 1.25672, 0.04397], [1.60735, 0.59579, 1.53189], [1.94601, 3.46459, 1.46688], [1.04364, 2.45402, 2.57960], [0.37081, 3.24492, -0.29109], [-0.47026, 3.76130, 1.15996], [-2.56788, 1.06095, 1.64909], [-1.84531, 2.51727, 2.32339], [-2.59952, 1.25258, -0.56152], [-1.93143, 4.22621, -0.73682], [-3.00720, 3.52793, 0.48768], [-3.40719, 3.40074, -1.21603], [-0.26009, 2.60774, -1.99437], [-1.83191, 2.40945, -2.70331], [-2.65917, 0.23654, -3.46805], [-2.49398, -0.50507, -1.87623], [-1.70559, -1.22583, -3.28945], [-0.64798, 1.54222, -4.52130], [0.07236, -0.05351, -4.50090], [0.93058, 1.32164, -3.78074], [1.04911, 0.50185, -1.69036], [0.95454, -1.43510, -3.12787], [-0.12234, -2.14517, -1.94521], [2.77299, -1.26664, -1.65975], [2.14876, -2.89215, -1.54651], [1.34361, -2.98633, 1.82672], [2.22038, -3.79388, 0.50432], [-5.52246, -0.95349, 0.48206], [-3.53117, -1.76610, 0.44779], [-3.75409, -2.96441, -1.31046], [-3.79322, -3.35771, 1.83725], [-6.19591, -1.73329, 0.13077], [-5.61296, -0.08171, -0.16330], [-5.79587, -0.67713, 1.49892], [-4.57026, -3.65888, -1.11946], [-2.83857, -3.53093, -1.47626], [-3.99454, -2.36464, -2.18541], [-4.74689, -3.83086, 1.61267], [-3.79407, -2.99318, 2.86153], [-2.98820, -4.07684, 1.69831]], "lowdin_charge": [0.897, -0.026, -0.300, -0.075, -0.484, -0.007, 0.000, 0.105, -0.063, -0.123, -0.155, -0.090, -0.569, 0.163, -0.170, -0.344, -0.019, -0.094, -0.532, -0.020, -0.013, -0.047, -0.158, -0.124, -0.125, -0.083, -0.560, 0.170, -0.255, 0.092, 0.095, 0.087, 0.156, 0.105, 0.148, 0.115, 0.092, 0.096, 0.112, 0.091, 0.099, 0.130, 0.113, 0.135, 0.142, 0.125, 0.145, 0.108, 0.145, 0.110, 0.095, 0.091, 0.101, 0.120, 0.138, 0.119, 0.014, 0.102, 0.107, 0.092, 0.099, 0.111, 0.136, 0.111, 0.117, 0.151, 0.134, 0.153, -0.290, 1.352, -0.272, -0.268, 0.019, 0.003, 0.013, 0.027, 0.014, 0.011, 0.026, 0.018, 0.016]}